[1]
ORCA calculation (ωB97M-V with the def2-TZVPD basis set) on a 2-piece molecular cluster, ClH3NOP overall.

Values from the calculation:
E = -25398.0744 eV
Kohn-Sham gap = 10.2 eV
LUMO level = 0.51 eV
SMILES = NP=O.Cl
Energy above the lowest of the compared OMol25 structures with the same formula, charge and spin = 20.26 kcal per mole

```
! wB97M-V def2-TZVPD RIJCOSX def2/J DEFGRID3
* xyz 0 1
N 0.60 0.60 -0.92
P -0.58 -0.33 -0.28
O -0.16 -1.70 -0.10
H 0.54 1.61 -0.99
H 1.33 0.21 -1.47
Cl -3.82 0.07 0.03
H -3.21 1.09 0.15
*
```

[2]
ORCA calculation (ωB97M-V with the def2-TZVPD basis set) on C3H7MgNdO3 as an isolated structure.

Values from the calculation:
E = -30078.1312 eV
Kohn-Sham gap (alpha / beta) = 6.1 / 5.7 eV
LUMO level (alpha / beta) = -5.13 / -6.46 eV

```
! wB97M-V def2-TZVPD RIJCOSX def2/J DEFGRID3
* xyz 1 5
O -3.33 1.22 0.18
C -4.08 0.11 -0.19
C -3.38 -1.19 0.18
O -2.01 -1.08 -0.25
C -1.23 -2.25 -0.14
Mg -1.47 0.92 0.00
H -4.27 0.09 -1.29
H -5.07 0.09 0.29
H -3.84 -2.06 -0.31
H -3.38 -1.35 1.27
H 0.03 -2.00 -0.38
H -1.67 -3.07 -0.71
Nd 2.47 0.86 -0.59
O 2.14 -1.30 -0.66
H -1.20 -2.56 0.92
*
```

[3]
ORCA calculation (ωB97M-V with the def2-TZVPD basis set) on one molecule with the formula C24H29N5O2.

Values from the calculation:
E = -36902.8246 eV
Kohn-Sham gap = 8.8 eV
LUMO level = 0.56 eV
SMILES = COc1ccc(OC)c([C@H](c2nnnn2C2CCCC2)N2CCc3ccccc3C2)c1
Energy above the lowest of the compared OMol25 structures with the same formula, charge and spin = 100.56 kcal per mole

```
! wB97M-V def2-TZVPD RIJCOSX def2/J DEFGRID3
* xyz 0 1
C -0.88 -2.40 -3.53
O -1.41 -3.15 -2.46
C -1.28 -2.67 -1.19
C -1.79 -3.46 -0.17
C -1.71 -3.05 1.14
C -1.12 -1.84 1.48
O -1.04 -1.34 2.75
C -1.47 -2.15 3.81
C -0.59 -1.04 0.45
C 0.05 0.29 0.80
C -0.44 1.31 -0.19
N 0.23 1.91 -1.15
N -0.64 2.71 -1.77
N -1.79 2.63 -1.25
N -1.72 1.76 -0.23
C -2.87 1.38 0.55
C -3.74 0.38 -0.22
C -4.82 1.25 -0.86
C -5.14 2.24 0.25
C -3.77 2.60 0.82
N 1.49 0.19 0.93
C 2.11 1.37 1.52
C 3.05 2.11 0.56
C 4.11 1.13 0.17
C 5.47 1.40 0.19
C 6.37 0.41 -0.15
C 5.92 -0.85 -0.49
C 4.57 -1.13 -0.50
C 3.66 -0.14 -0.18
C 2.18 -0.34 -0.24
C -0.69 -1.46 -0.87
H 0.20 -2.26 -3.42
H -1.08 -2.98 -4.42
H -1.37 -1.43 -3.61
H -2.25 -4.41 -0.42
H -2.12 -3.69 1.91
H -0.92 -3.09 3.84
H -1.26 -1.58 4.72
H -2.54 -2.36 3.76
H -0.33 0.58 1.79
H -2.48 0.94 1.47
H -3.16 -0.19 -0.95
H -4.19 -0.32 0.48
H -5.68 0.68 -1.19
H -4.40 1.78 -1.72
H -5.68 3.12 -0.11
H -5.75 1.75 1.01
H -3.81 2.84 1.88
H -3.36 3.46 0.29
H 2.69 1.05 2.40
H 1.33 2.06 1.88
H 2.48 2.42 -0.32
H 3.47 2.99 1.04
H 5.82 2.39 0.46
H 7.43 0.62 -0.14
H 6.63 -1.63 -0.75
H 4.22 -2.12 -0.77
H 1.94 -1.41 -0.30
H 1.82 0.15 -1.15
H -0.29 -0.82 -1.64
*
```

[4]
ORCA calculation (ωB97M-V with the def2-TZVPD basis set) on a 13-piece molecular cluster, H26O13 overall.

Values from the calculation:
E = -27029.3464 eV
Kohn-Sham gap (alpha / beta) = 10.6 / 2.6 eV
LUMO level (alpha / beta) = -3.32 / -10.86 eV
Energy above the lowest of the compared OMol25 structures with the same formula, charge and spin = 33.36 kcal per mole

```
! wB97M-V def2-TZVPD RIJCOSX def2/J DEFGRID3
* xyz 1 2
O -1.27 2.80 -1.11
H -0.51 3.06 -0.58
H -0.89 2.27 -1.81
O -3.26 -0.68 -2.10
H -2.67 -0.29 -1.44
H -2.84 -0.49 -2.94
O 2.06 -2.09 0.53
H 2.07 -1.96 1.48
H 1.20 -2.46 0.34
O 0.94 3.37 0.69
H 0.82 4.01 1.39
H 1.18 2.56 1.13
O -0.14 -3.28 -0.12
H 0.04 -4.04 -0.68
H -0.60 -3.65 0.63
O -3.21 1.98 1.42
H -2.65 1.22 1.27
H -3.82 1.98 0.69
O 0.77 -1.59 -2.38
H -0.05 -1.85 -2.80
H 0.87 -2.21 -1.65
O 1.70 -0.54 2.93
H 2.17 -0.38 3.76
H 1.10 0.20 2.86
O -0.47 -0.15 -0.21
H 0.29 0.23 0.21
H -0.40 -1.09 -0.03
O 2.34 0.58 -1.22
H 1.80 -0.11 -1.60
H 1.98 1.39 -1.59
O -1.85 -0.45 2.41
H -2.21 -1.33 2.44
H -2.17 -0.03 3.21
O 3.45 0.88 1.25
H 2.98 0.21 1.73
H 3.03 0.91 0.39
O -0.89 0.57 -2.95
H -0.65 0.28 -2.06
H -0.23 0.18 -3.51
*
```

[5]
ORCA calculation (ωB97M-V with the def2-TZVPD basis set) on a 2-piece molecular cluster, CH8N5 overall.

Values from the calculation:
E = -8607.4356 eV
Kohn-Sham gap = 9.7 eV
LUMO level = -3.21 eV
Energy above the lowest of the compared OMol25 structures with the same formula, charge and spin = 93.37 kcal per mole

```
! wB97M-V def2-TZVPD RIJCOSX def2/J DEFGRID3
* xyz 1 1
C 1.94 0.19 0.04
N 0.77 -0.01 0.21
N 3.00 0.72 -0.04
N -1.32 1.29 0.17
N -1.04 -1.27 -0.42
N 0.06 -1.17 0.52
H -1.71 1.99 -0.37
H 3.71 0.94 -0.65
H -1.49 1.30 1.13
H -0.31 1.27 0.11
H -1.81 0.34 -0.12
H -1.83 -1.85 -0.07
H -0.62 -1.76 -1.24
H 0.67 -1.99 0.72
*
```

[6]
ORCA calculation (ωB97M-V with the def2-TZVPD basis set) on an isolated ion of composition C5H9N2O and charge +1.

Values from the calculation:
E = -10349.7442 eV
Kohn-Sham gap = 10.8 eV
LUMO level = -3.19 eV
SMILES = Cc1c[nH+]c(C)n1O
Energy above the lowest of the compared OMol25 structures with the same formula, charge and spin = 66.34 kcal per mole

```
! wB97M-V def2-TZVPD RIJCOSX def2/J DEFGRID3
* xyz 1 1
C 2.50 -0.36 -0.20
C 1.17 0.29 -0.15
C 0.74 1.45 0.31
N -0.62 1.38 0.54
C -1.12 0.16 0.15
C -2.54 -0.25 0.18
N -0.13 -0.61 -0.26
O -0.30 -1.69 -1.01
H 2.87 -0.59 0.81
H 2.44 -1.17 -0.86
H 3.17 0.42 -0.62
H 1.34 2.27 0.74
H -1.26 2.10 0.93
H -3.05 0.19 1.12
H -3.20 0.09 -0.76
H -2.59 -1.43 -0.01
H 0.58 -2.25 -0.93
*
```